No. 1
21
Properties=species:S:1:pos:R:3 method="wB97M-V/def2-TZVPD" multiplicity=2 relative_energy_kcal_mol=3.2 orbital_gap_ev="8.8 / 4.5"
In 0.81914 -1.33368 -0.67683
B 0.49576 -0.85690 2.48520
H 1.37161 -1.46714 2.32792
H 0.77467 0.17104 2.31258
H -0.31017 -1.16338 1.83654
H 0.24035 -1.05759 3.51415
B 3.42998 -0.44870 0.90835
H 4.31319 0.16039 1.02323
H 3.39712 -1.40044 1.41565
H 2.66974 0.20797 1.30212
H 3.25485 -0.45654 -0.15632
C -2.22036 0.73067 -2.40267
C -2.18776 1.30446 -0.93304
O -1.77323 0.32820 -0.01693
O -1.02852 -0.02173 -2.63562
H -2.36175 1.45889 -3.20129
H -3.03832 0.06163 -2.66995
H -3.15545 1.74112 -0.68601
H -1.46912 2.11443 -0.80810
H -2.48317 0.12165 0.59536
H -0.73855 -0.19437 -3.53435

No. 2
37
Properties=species:S:1:pos:R:3 method="wB97M-V/def2-TZVPD" relative_energy_kcal_mol=127.0 orbital_gap_ev=7.0 total_charge=+1
C -0.38583 -1.32085 -0.74760
C 0.59600 -2.20495 -0.53262
C -0.32903 0.65946 1.30185
C -2.24340 1.33386 0.00383
C -2.26751 -3.55208 -0.05080
C -3.42092 -2.18080 1.48436
C 2.19805 3.53179 -1.26851
C 3.47361 3.49542 0.64713
C -1.47563 -1.31896 0.18546
N -1.69739 0.30389 0.91442
N -2.25773 -2.25875 0.61993
N 2.96877 2.69968 -0.43795
Si 2.26528 -2.18069 -1.41037
H -0.26668 -0.55408 -1.44631
H 0.54481 -3.03033 0.23636
H 0.29609 0.40347 0.43012
H -0.21822 1.60881 1.57399
H -0.11812 -0.00876 2.19718
H -1.65452 1.34223 -0.85850
H -3.38688 1.24204 -0.26601
H -2.10733 2.17802 0.71398
H -1.75730 -3.60639 -1.03822
H -1.85410 -4.32440 0.59940
H -3.26701 -3.81954 -0.24675
H -4.28818 -2.34364 0.85876
H -3.63290 -2.91883 2.27865
H -3.45713 -1.18628 1.88611
H 2.65267 4.30107 -2.01986
H 1.73489 2.94083 -2.09429
H 1.29717 3.97668 -0.64698
H 4.20307 2.93897 1.21549
H 3.87600 4.42056 0.30138
H 2.72523 3.73166 1.50408
H 3.80522 2.23258 -1.00223
H 3.07508 -1.67723 -0.28664
H 2.15848 -1.38298 -2.67816
H 2.21541 -3.47149 -1.92069